[1]
{
  "formula": "C27H25N3O2PdS2",
  "method": "ωB97M-V/def2-TZVPD",
  "species": ["Pd", "C", "O", "C", "N", "C", "C", "C", "C", "C", "C", "C", "C", "C", "C", "C", "C", "N", "C", "N", "C", "C", "O", "C", "C", "C", "C", "C", "C", "H", "H", "H", "H", "H", "H", "H", "H", "H", "H", "H", "H", "H", "H", "H", "H", "H", "H", "H", "C", "C", "S", "C", "C", "S", "H", "H", "H", "H", "H", "H"],
  "coordinates": [[0.01, 0.54, 0.14], [-0.66, 4.75, 1.92], [-0.93, 3.70, 2.89], [-0.94, 2.56, 2.20], [-0.85, 2.61, 0.93], [-0.67, 4.02, 0.55], [0.59, 4.25, -0.24], [0.59, 5.14, -1.31], [1.74, 5.37, -2.04], [2.91, 4.70, -1.70], [2.92, 3.81, -0.64], [1.77, 3.59, 0.09], [-1.07, 1.29, 2.95], [-1.40, 1.25, 4.30], [-1.51, 0.01, 4.90], [-1.34, -1.14, 4.14], [-1.03, -0.99, 2.79], [-0.85, 0.19, 2.22], [-0.95, -2.16, 1.88], [-1.31, -2.09, 0.66], [-0.91, -3.38, 0.07], [-0.62, -4.26, 1.30], [-0.47, -3.31, 2.38], [-1.93, -3.97, -0.86], [-1.57, -5.04, -1.67], [-2.50, -5.64, -2.51], [-3.81, -5.16, -2.55], [-4.17, -4.08, -1.75], [-3.24, -3.49, -0.91], [0.32, 5.16, 2.15], [-1.42, 5.51, 2.03], [-1.53, 4.32, -0.05], [-0.33, 5.64, -1.59], [1.73, 6.06, -2.87], [3.81, 4.87, -2.28], [3.83, 3.27, -0.39], [1.78, 2.86, 0.89], [-1.55, 2.18, 4.84], [-1.75, -0.07, 5.96], [-1.44, -2.13, 4.55], [0.02, -3.18, -0.47], [0.29, -4.84, 1.23], [-1.47, -4.91, 1.55], [-0.55, -5.41, -1.66], [-2.21, -6.47, -3.14], [-4.53, -5.62, -3.21], [-5.18, -3.70, -1.79], [-3.51, -2.64, -0.30], [2.87, 0.58, -3.48], [2.19, 0.22, -2.19], [0.65, 1.04, -1.93], [2.65, -0.63, -1.28], [3.92, -1.43, -1.36], [1.73, -0.89, 0.21], [2.13, 0.90, -4.22], [3.42, -0.26, -3.90], [3.57, 1.41, -3.34], [4.43, -1.27, -2.31], [3.71, -2.50, -1.26], [4.61, -1.16, -0.56]],
  "mulliken_charge": [0.135, -0.555, -0.445, 0.277, -0.433, -0.085, 0.443, -0.627, -0.614, -0.464, -0.660, 0.005, 0.348, -0.511, -0.501, -0.707, 0.736, 0.103, -0.335, -0.316, 0.669, -0.650, -0.424, -0.158, -0.346, -0.591, -0.408, -0.657, -0.242, 0.387, 0.288, 0.647, 0.350, 0.387, 0.414, 0.404, 0.182, 0.509, 0.444, 0.524, 0.349, 0.297, 0.399, 0.395, 0.376, 0.376, 0.377, 0.424, -1.573, 0.594, -0.269, 0.555, -1.327, -0.429, 0.390, 0.391, 0.257, 0.360, 0.257, 0.280],
  "e_above_lowest_kcal_mol": 0.0,
  "total_charge": 0,
  "orbital_gap_ev": 5.71,
  "homo_energy_ha": -0.228,
  "e_tot_ha": -2282.9098
}

---

[2]
{
  "formula": "C30H25AuN3P",
  "method": "ωB97M-V/def2-TZVPD",
  "species": ["Au", "C", "C", "C", "C", "C", "C", "N", "N", "C", "C", "C", "C", "C", "C", "H", "H", "H", "H", "H", "H", "H", "H", "H", "N", "C", "C", "C", "C", "C", "C", "P", "C", "C", "C", "C", "C", "C", "C", "C", "C", "C", "C", "C", "H", "H", "H", "H", "H", "H", "H", "H", "H", "H", "H", "H", "H", "H", "H", "H"],
  "coordinates": [[0.24, 1.26, -1.08], [-4.14, -3.94, -1.06], [-4.61, -2.66, -0.88], [-3.76, -1.58, -1.07], [-2.57, -1.79, -1.77], [-2.07, -3.10, -2.03], [-2.86, -4.14, -1.65], [-1.99, -0.59, -2.26], [-1.32, -0.75, -3.37], [-0.92, 0.49, -3.90], [-1.00, 0.74, -5.32], [-0.75, 2.02, -5.82], [-0.28, 2.99, -4.92], [-0.11, 2.73, -3.55], [-0.39, 1.49, -3.02], [-4.74, -4.81, -0.70], [-5.65, -2.44, -0.62], [-4.12, -0.57, -0.99], [-1.19, -3.21, -2.75], [-2.62, -5.22, -1.92], [-1.47, -0.08, -5.95], [-0.75, 2.19, -6.91], [-0.12, 4.00, -5.31], [0.09, 3.49, -2.81], [-1.97, 0.39, 1.37], [-1.36, 1.29, 2.20], [-2.14, 1.98, 3.13], [-1.58, 2.88, 4.06], [-0.22, 3.11, 3.98], [0.57, 2.52, 3.00], [0.04, 1.61, 2.11], [1.11, 0.64, 1.01], [2.91, 1.03, 1.02], [3.90, 0.17, 1.48], [5.27, 0.43, 1.28], [5.64, 1.66, 0.74], [4.66, 2.54, 0.38], [3.30, 2.28, 0.53], [1.00, -1.08, 1.44], [0.37, -1.43, 2.63], [0.36, -2.78, 3.03], [1.01, -3.67, 2.17], [1.62, -3.37, 0.98], [1.72, -2.03, 0.63], [-1.70, 0.28, 0.40], [-2.95, 0.29, 1.55], [-3.22, 1.87, 3.16], [-2.19, 3.39, 4.83], [0.33, 3.68, 4.75], [1.61, 2.69, 3.08], [3.56, -0.69, 2.03], [5.99, -0.23, 1.74], [6.73, 1.88, 0.58], [4.98, 3.56, 0.17], [2.61, 3.10, 0.31], [-0.16, -0.72, 3.27], [-0.09, -3.21, 3.87], [0.95, -4.72, 2.43], [1.96, -4.21, 0.38], [2.46, -1.68, -0.08]],
  "mulliken_charge": [0.166, -0.355, -0.600, -0.368, 0.403, -0.361, -0.362, 0.015, -0.438, 0.289, -0.441, -0.514, -0.375, -0.749, 0.284, 0.325, 0.353, 0.487, 0.351, 0.274, 0.289, 0.345, 0.321, 0.342, -0.024, 0.146, -0.632, -0.603, -0.691, -0.762, 0.733, 0.634, 0.283, -0.151, -0.754, -0.356, -0.602, -0.536, 0.746, -0.101, -0.926, -0.333, -0.854, -0.461, -0.187, 0.229, 0.362, 0.335, 0.334, 0.445, 0.507, 0.383, 0.320, 0.331, 0.407, 0.313, 0.501, 0.339, 0.413, 0.528],
  "total_charge": 0,
  "orbital_gap_ev": 7.85,
  "homo_energy_ha": -0.289,
  "e_tot_ha": -1799.4114
}

---

[3]
{
  "formula": "C27H56NO8P2",
  "method": "ωB97M-V/def2-TZVPD",
  "species": ["C", "C", "C", "C", "C", "O", "O", "C", "O", "C", "C", "N", "C", "C", "C", "O", "O", "P", "O", "O", "O", "H", "H", "H", "H", "H", "H", "H", "H", "H", "H", "H", "H", "H", "H", "H", "H", "H", "H", "H", "H", "C", "C", "C", "C", "P", "C", "C", "C", "C", "C", "C", "C", "C", "C", "C", "C", "C", "H", "H", "H", "H", "H", "H", "H", "H", "H", "H", "H", "H", "H", "H", "H", "H", "H", "H", "H", "H", "H", "H", "H", "H", "H", "H", "H", "H", "H", "H", "H", "H", "H", "H", "H", "H"],
  "coordinates": [[-3.96, 3.12, 3.44], [-2.71, 3.57, 2.70], [-1.42, 3.00, 3.31], [-1.56, 1.91, 4.36], [-1.72, 2.41, 5.80], [-0.83, 1.69, 6.64], [-2.67, 5.02, 2.99], [-3.51, 5.67, 2.15], [-3.89, 6.82, 2.33], [-3.75, 4.79, 0.89], [-5.20, 4.47, 0.57], [-5.99, 5.70, 0.62], [-2.78, 3.65, 1.15], [-1.36, 3.94, 0.60], [-1.37, 4.69, -0.72], [-1.63, 4.20, -1.79], [-1.04, 5.99, -0.63], [-3.18, 1.96, 0.56], [-2.23, 0.96, 1.10], [-3.16, 1.94, -1.03], [-4.67, 1.51, 0.90], [-4.87, 3.57, 3.04], [-4.09, 2.05, 3.44], [-3.86, 3.47, 4.46], [-0.75, 2.63, 2.55], [-0.92, 3.83, 3.78], [-0.62, 1.37, 4.37], [-2.31, 1.17, 4.11], [-2.74, 2.30, 6.14], [-1.45, 3.46, 5.83], [-1.33, 1.35, 7.38], [-3.46, 5.48, 0.11], [-5.62, 3.69, 1.19], [-5.25, 4.12, -0.45], [-6.88, 5.56, 0.17], [-6.14, 6.00, 1.57], [-0.80, 3.02, 0.47], [-0.82, 4.51, 1.34], [-0.85, 6.24, 0.27], [-3.81, 1.29, -1.32], [-4.62, 0.88, 1.63], [1.12, -6.48, -0.20], [0.74, -5.07, 0.25], [0.05, -4.26, -0.84], [0.96, -3.73, -1.96], [1.91, -2.25, -1.63], [0.76, -1.02, -0.97], [-0.56, -0.72, -1.71], [-0.50, 0.11, -2.99], [0.30, 1.40, -2.88], [2.52, -1.60, -3.19], [3.49, -2.39, -4.09], [4.95, -2.49, -3.65], [5.56, -1.18, -3.17], [3.13, -2.33, -0.30], [4.42, -3.16, -0.30], [4.32, -4.64, -0.72], [4.43, -5.60, 0.46], [1.77, -6.47, -1.09], [1.65, -7.01, 0.58], [0.23, -7.06, -0.45], [1.63, -4.55, 0.62], [0.07, -5.15, 1.10], [-0.49, -3.43, -0.39], [-0.72, -4.89, -1.31], [0.32, -3.45, -2.81], [1.60, -4.53, -2.35], [1.32, -0.10, -0.80], [0.50, -1.38, 0.03], [-1.18, -0.19, -1.00], [-1.08, -1.66, -1.92], [-1.53, 0.37, -3.26], [-0.13, -0.49, -3.83], [-0.16, 2.08, -2.16], [0.33, 1.91, -3.84], [1.33, 1.23, -2.57], [2.89, -0.58, -3.02], [1.61, -1.47, -3.78], [3.46, -1.91, -5.06], [3.09, -3.40, -4.24], [5.53, -2.86, -4.49], [5.05, -3.25, -2.87], [5.61, -0.44, -3.97], [6.58, -1.35, -2.80], [5.00, -0.73, -2.34], [2.55, -2.56, 0.61], [3.42, -1.28, -0.16], [4.82, -3.11, 0.71], [5.16, -2.65, -0.91], [5.14, -4.87, -1.41], [3.40, -4.84, -1.27], [5.43, -5.55, 0.91], [4.27, -6.63, 0.14], [3.71, -5.37, 1.24]],
  "mulliken_charge": [-2.265, 1.310, -1.049, -1.100, -0.541, -0.539, -0.460, -0.116, -0.595, 0.177, -0.957, -0.614, 2.748, -2.151, -0.093, -0.510, -0.495, 1.113, -0.839, -0.618, -0.628, 0.251, 0.435, 0.558, 0.190, 0.598, 0.510, 0.300, 0.425, 0.168, 0.345, 0.633, 0.287, 0.478, 0.269, 0.194, 0.388, 1.023, 0.397, 0.319, 0.396, -1.411, 0.142, -1.037, -1.203, 1.173, -1.565, 0.013, -0.622, -1.040, -0.766, -0.957, 0.250, -1.382, -0.891, -1.114, 0.401, -1.782, 0.263, 0.385, 0.420, -0.250, 0.468, 0.240, 0.601, 0.670, 0.756, 0.809, 0.497, -0.223, 0.310, 0.522, 0.371, 0.050, 0.448, 0.247, 0.560, 0.107, 0.458, 0.340, 0.475, -0.331, 0.355, 0.415, 0.302, 0.743, 0.585, 0.623, 0.181, 0.505, -0.256, 0.471, 0.393, 0.334],
  "total_charge": 1,
  "orbital_gap_ev": 9.15,
  "homo_energy_ha": -0.409,
  "e_tot_ha": -2401.6858
}

---

[4]
{
  "formula": "CH2N4O",
  "method": "ωB97M-V/def2-TZVPD",
  "species": ["O", "N", "C", "N", "N", "N", "H", "H"],
  "coordinates": [[0.82, 1.26, 0.91], [0.35, 0.34, 0.01], [0.09, -0.93, 0.37], [-0.57, -1.45, -0.68], [-0.73, -0.44, -1.54], [-0.09, 0.63, -1.21], [0.10, 1.87, 0.77], [0.03, -1.29, 1.37]],
  "mulliken_charge": [-0.402, 0.483, -0.048, -0.284, -0.173, -0.311, 0.394, 0.342],
  "e_above_lowest_kcal_mol": 64.5,
  "total_charge": 0,
  "orbital_gap_ev": 11.31,
  "homo_energy_ha": -0.398,
  "e_tot_ha": -333.4451
}

---

[5]
{
  "formula": "C4H6OS2",
  "method": "ωB97M-V/def2-TZVPD",
  "species": ["C", "C", "O", "C", "C", "S", "S", "H", "H", "H", "H", "H", "H"],
  "coordinates": [[-0.16, 0.26, 1.97], [0.46, 0.16, 0.59], [1.63, 0.36, 0.40], [-0.31, -0.17, -0.65], [0.50, 0.05, -1.86], [-2.13, 0.01, -0.51], [-1.29, -1.84, -0.02], [0.14, -0.65, 2.60], [-1.25, 0.29, 1.68], [0.36, 1.20, 2.35], [0.48, 1.11, -2.13], [-0.01, -0.50, -2.66], [1.58, -0.28, -1.76]],
  "mulliken_charge": [-0.808, 0.562, -0.550, 0.426, -1.054, -0.202, -0.157, 0.248, 0.266, 0.309, 0.305, 0.358, 0.296],
  "e_above_lowest_kcal_mol": 34.7,
  "total_charge": 0,
  "orbital_gap_ev": 8.36,
  "homo_energy_ha": -0.321,
  "e_tot_ha": -1027.5762
}

---

[6]
{
  "formula": "C17H25NO4",
  "method": "ωB97M-V/def2-TZVPD",
  "species": ["C", "C", "C", "N", "C", "O", "C", "C", "C", "C", "C", "C", "C", "C", "C", "C", "O", "C", "O", "C", "C", "O", "H", "H", "H", "H", "H", "H", "H", "H", "H", "H", "H", "H", "H", "H", "H", "H", "H", "H", "H", "H", "H", "H", "H", "H", "H"],
  "coordinates": [[-5.74, -2.24, 0.14], [-5.31, -1.14, 0.29], [-4.72, 0.18, 0.48], [-3.28, 0.14, 0.40], [-2.58, 0.85, -0.50], [-3.09, 1.63, -1.28], [-1.11, 0.61, -0.46], [-0.27, 1.32, -1.21], [1.21, 1.10, -1.21], [1.90, 2.28, -0.55], [2.32, 3.45, -1.38], [3.36, 2.52, -0.82], [1.54, -0.24, -0.51], [1.35, -1.40, -1.50], [1.68, -2.79, -0.97], [3.13, -2.93, -0.48], [3.42, -4.24, -0.06], [0.64, -0.41, 0.72], [0.84, 0.60, 1.69], [1.90, 0.37, 2.59], [1.89, 1.47, 3.63], [-0.72, -0.40, 0.39], [-6.15, -3.20, 0.00], [-5.06, 0.86, -0.31], [-5.04, 0.57, 1.46], [-2.78, -0.51, 0.99], [-0.68, 2.10, -1.83], [1.55, 1.05, -2.24], [1.54, 2.49, 0.45], [2.24, 4.44, -0.96], [2.13, 3.42, -2.44], [3.86, 1.86, -1.51], [3.99, 2.87, -0.02], [2.57, -0.21, -0.17], [1.99, -1.20, -2.37], [0.32, -1.40, -1.85], [1.01, -3.06, -0.16], [1.52, -3.51, -1.78], [3.31, -2.30, 0.39], [3.82, -2.62, -1.28], [3.25, -4.85, -0.78], [0.81, -1.39, 1.19], [1.77, -0.62, 3.07], [2.86, 0.36, 2.05], [2.03, 2.44, 3.15], [0.93, 1.49, 4.14], [2.68, 1.31, 4.35]],
  "mulliken_charge": [0.247, -0.432, -0.972, -0.091, -0.122, -0.701, 0.591, -0.819, 0.297, -0.586, -0.592, -0.693, 0.425, -1.122, -0.622, -0.368, -0.538, -0.967, -0.288, -0.090, -1.368, -0.575, 0.406, 0.356, 0.326, 0.273, 0.486, 0.645, 0.663, 0.280, 0.241, 0.236, 0.290, 0.728, 0.475, 0.203, 0.179, 0.542, 0.172, 0.272, 0.333, 0.671, 0.390, 0.205, 0.304, 0.296, 0.415],
  "e_above_lowest_kcal_mol": 100.4,
  "total_charge": 0,
  "orbital_gap_ev": 9.67,
  "homo_energy_ha": -0.331,
  "e_tot_ha": -1018.3931
}

---

[7]
{
  "formula": "C2H5N3O",
  "method": "ωB97M-V/def2-TZVPD",
  "species": ["C", "C", "H", "H", "H", "H", "H", "N", "N", "N", "O"],
  "coordinates": [[0.78, 1.04, -0.14], [-2.51, -0.36, 0.02], [2.79, -1.40, 0.44], [1.14, 2.09, -0.07], [-1.37, 1.26, 0.25], [-3.01, 0.72, 0.84], [-3.28, -1.26, 0.15], [1.86, 0.38, 0.03], [-0.59, 0.65, 0.08], [-1.21, -0.51, -0.28], [1.71, -1.14, 0.05]],
  "mulliken_charge": [0.058, -0.317, 0.361, 0.280, 0.186, 0.132, 0.261, -0.286, 0.103, -0.336, -0.443],
  "e_above_lowest_kcal_mol": 172.5,
  "total_charge": 0,
  "orbital_gap_ev": 9.25,
  "homo_energy_ha": -0.322,
  "e_tot_ha": -318.4757
}

---

[8]
{
  "formula": "C8H10O8PSn",
  "method": "ωB97M-V/def2-TZVPD",
  "species": ["O", "C", "Sn", "C", "O", "C", "O", "C", "O", "C", "O", "H", "C", "O", "P", "O", "C", "O", "C", "H", "H", "H", "H", "H", "H", "H", "H", "H"],
  "coordinates": [[0.00, 2.25, -5.27], [-0.02, 2.19, -4.13], [0.02, 0.50, -0.30], [-0.05, 0.52, 2.17], [-0.18, 0.72, 3.31], [0.08, -2.21, 0.18], [-0.04, -3.38, 0.09], [2.27, 0.11, -0.27], [3.39, -0.03, -0.57], [-2.33, 0.03, -0.32], [-3.44, -0.18, -0.55], [0.04, -0.29, -1.92], [2.52, -3.85, 1.57], [2.82, -2.58, 2.23], [1.74, -1.42, 1.83], [0.56, -1.80, 2.87], [0.85, -1.93, 4.28], [2.74, -0.29, 2.39], [2.63, 1.06, 2.89], [2.61, -3.68, 0.49], [1.51, -4.23, 1.82], [3.32, -4.50, 1.95], [-0.09, -1.64, 4.79], [1.09, -2.97, 4.48], [1.67, -1.26, 4.52], [2.08, 1.74, 2.21], [2.13, 0.92, 3.86], [3.68, 1.39, 3.03]],
  "mulliken_charge": [-0.086, 0.085, 0.781, 0.294, -0.031, 0.367, -0.059, 0.346, -0.021, 0.269, 0.018, 0.215, -0.727, -0.257, 0.591, -0.225, -0.682, -0.285, -0.652, 0.369, 0.388, 0.257, 0.288, 0.330, 0.400, 0.390, 0.385, 0.252],
  "e_above_lowest_kcal_mol": 0.0,
  "total_charge": 3,
  "orbital_gap_ev": [5.29, 5.90],
  "homo_energy_ha": [-0.775, -0.775],
  "e_tot_ha": -1466.9680
}